a:
Here is a 2-piece molecular cluster, C5H13N2O overall from the OMol25 dataset. Energies are from ωB97M-V/def2-TZVPD.

The geometry in XYZ format:
```
21
Properties=species:S:1:pos:R:3
C 1.937 0.287 -2.782
C 0.979 1.026 -1.920
C -0.197 0.542 -1.538
N -1.139 1.317 -0.730
H 1.550 -0.681 -3.094
H 2.092 0.861 -3.700
H 2.920 0.197 -2.326
H 1.268 2.020 -1.581
H -0.477 -0.454 -1.849
H -0.641 2.094 -0.296
H -1.897 1.713 -1.294
H -1.577 0.673 0.001
O -2.339 -0.351 1.014
C -1.667 -1.015 1.775
C -0.275 -0.650 2.230
N 0.324 -1.841 2.839
H -2.063 -1.949 2.198
H 0.322 -0.345 1.368
H -0.358 0.204 2.914
H 1.313 -1.704 3.002
H -0.075 -1.948 3.767
```

Results
HOMO level   -13.374 eV
Net charge   +1

b:
Here is a 2-piece molecular cluster, C5H13N2O overall from the OMol25 dataset. Energies are from ωB97M-V/def2-TZVPD.

The geometry in XYZ format:
```
21
Properties=species:S:1:pos:R:3
N 0.143 -2.064 1.161
C -0.344 -0.801 1.260
C -0.222 -0.066 -0.131
C -1.409 -0.729 -1.155
C -0.944 -0.837 -2.693
C 0.558 0.415 1.302
N 0.178 1.723 1.507
O 1.807 1.827 -0.643
H -0.122 -2.605 1.930
H 1.681 0.300 1.234
H 2.658 2.225 -0.983
H -1.208 -0.722 2.013
H 0.574 -0.566 -0.628
H -0.340 0.966 -0.774
H -1.876 -1.689 -0.663
H -2.194 0.039 -1.047
H -0.205 -1.636 -2.922
H -0.378 0.104 -2.900
H -1.809 -1.003 -3.465
H -0.037 2.162 2.424
H 0.722 2.308 0.750
```

Results
HOMO level   -13.216 eV
Net charge   +1

It is b that is the least stable of them.

a:
Here is an isolated ion of composition C5H13N2O and charge +1 from the OMol25 dataset. Energies are from ωB97M-V/def2-TZVPD.

The geometry in XYZ format:
```
21
Properties=species:S:1:pos:R:3
N 0.725 0.947 -2.572
C 0.556 0.117 -1.347
C -0.937 -0.363 -1.289
O -1.795 0.720 -1.051
C 0.730 0.898 -0.002
C 0.841 -0.134 1.106
C -0.002 -0.442 2.146
N 0.179 -1.592 3.050
H 1.666 1.375 -2.724
H -0.117 1.498 -2.683
H 1.120 -0.850 -1.523
H -1.165 -0.919 -2.306
H -1.123 -1.081 -0.582
H -2.190 1.148 -1.880
H -0.103 1.576 0.232
H 1.551 1.688 -0.072
H 1.612 -0.883 0.756
H -0.845 0.287 2.386
H 0.965 -2.088 2.847
H 0.148 -1.230 3.954
H -0.612 -2.208 2.982
```

Results
HOMO level   -12.149 eV
SMILES   N[C@H](CO)C/C=C/[NH3+]
Net charge   +1

b:
Here is an isolated ion of composition C5H13N2O and charge +1 from the OMol25 dataset. Energies are from ωB97M-V/def2-TZVPD.

The geometry in XYZ format:
```
21
Properties=species:S:1:pos:R:3
C 1.681 2.492 -1.721
C 0.798 1.742 -0.690
N 1.515 0.666 -0.043
C 0.992 -0.499 0.381
O 1.678 -1.466 0.656
C -0.415 -0.544 0.927
N -1.002 -1.934 0.742
C -2.475 -1.983 0.646
H 2.120 1.860 -2.496
H 2.505 2.864 -1.105
H 1.192 3.348 -2.166
H -0.155 1.435 -1.105
H 0.598 2.573 0.006
H 2.505 0.632 -0.206
H -0.274 -0.430 2.010
H -1.206 0.183 0.740
H -0.496 -2.308 -0.062
H -0.815 -2.528 1.550
H -3.061 -1.360 -0.042
H -2.879 -1.766 1.625
H -2.806 -2.978 0.353
```

Results
HOMO level   -13.679 eV
SMILES   CCNC(=O)C[NH2+]C
Net charge   +1

c:
Here is a 2-piece molecular cluster, C5H13N2O overall from the OMol25 dataset. Energies are from ωB97M-V/def2-TZVPD.

The geometry in XYZ format:
```
21
Properties=species:S:1:pos:R:3
C -0.974 1.033 1.992
C -1.503 0.365 0.786
C -2.221 0.937 -0.207
N -1.122 -1.013 0.610
H -1.105 2.108 1.874
H -1.579 0.712 2.862
H 0.085 0.796 2.079
H -2.659 0.333 -0.988
H -2.519 1.999 -0.104
H -0.602 -1.337 1.422
H -0.475 -1.031 -0.220
H -1.886 -1.632 0.393
C 2.353 0.592 -0.765
C 2.015 -0.937 -0.914
N 0.797 -1.207 -1.660
O 2.704 -1.853 -0.455
H 2.683 0.970 -1.737
H 3.144 0.620 -0.027
H 1.469 1.182 -0.492
H 0.644 -0.499 -2.357
H 0.748 -2.138 -2.093
```

Results
HOMO level   -13.836 eV
Net charge   +1

It is a that is the least stable of them.

a:
Here is an isolated ion of composition C5H13N2O and charge +1 from the OMol25 dataset. Energies are from ωB97M-V/def2-TZVPD.

The geometry in XYZ format:
```
21
Properties=species:S:1:pos:R:3
N -1.614 1.719 0.143
C -0.943 0.512 0.193
C -1.620 -0.624 0.013
N -3.071 -0.711 0.311
C 0.544 0.604 0.385
C 1.384 -0.115 -0.689
C 2.661 -0.826 -0.185
O 3.837 -0.297 -0.780
H -1.243 2.465 0.705
H -2.314 2.021 -0.502
H -1.145 -1.576 -0.147
H -3.627 -0.003 -0.157
H -3.420 -1.648 0.121
H -3.159 -0.385 1.279
H 0.752 1.667 0.310
H 0.845 0.183 1.344
H 1.601 0.530 -1.528
H 0.823 -0.932 -1.168
H 2.714 -0.782 0.912
H 2.608 -1.873 -0.481
H 4.387 0.071 -0.079
```

Results
HOMO level   -12.880 eV
SMILES   N/C(=C\[NH3+])CCCO
Net charge   +1

b:
Here is an isolated ion of composition C5H13N2O and charge +1 from the OMol25 dataset. Energies are from ωB97M-V/def2-TZVPD.

The geometry in XYZ format:
```
21
Properties=species:S:1:pos:R:3
C -0.296 0.716 2.094
C 0.342 0.997 0.716
N 1.742 1.365 1.032
C 0.378 -0.237 -0.186
O 1.518 -0.662 -0.499
N -0.745 -0.693 -0.798
C -0.691 -1.643 -1.915
C -2.131 -0.131 -0.676
H -0.463 1.694 2.703
H 0.301 0.024 2.712
H -1.329 0.195 2.088
H -0.264 1.736 0.075
H 2.015 2.298 0.838
H 2.421 0.812 0.425
H 2.001 1.226 2.093
H 0.289 -1.553 -2.357
H -1.416 -1.413 -2.671
H -0.816 -2.727 -1.576
H -2.268 0.738 -0.054
H -2.842 -0.926 -0.398
H -2.363 0.269 -1.718
```

Results
HOMO level   -13.417 eV
SMILES   C[C@@H]([NH3+])C(=O)N(C)C
Net charge   +1

c:
Here is a 2-piece molecular cluster, C5H13N2O overall from the OMol25 dataset. Energies are from ωB97M-V/def2-TZVPD.

The geometry in XYZ format:
```
21
Properties=species:S:1:pos:R:3
C -0.912 1.204 1.799
N -1.113 -0.148 1.771
C -2.407 -0.707 1.341
O -1.325 1.980 0.980
H -0.233 1.541 2.596
H -0.582 -0.624 2.487
H -3.200 -0.351 1.996
H -2.389 -1.789 1.334
H -2.632 -0.310 0.352
C 1.953 -1.293 -1.190
C 1.382 0.097 -1.270
C 1.996 1.204 -1.637
N -0.057 0.163 -0.949
H 3.025 -1.283 -1.029
H 1.494 -1.830 -0.357
H 1.731 -1.824 -2.117
H 1.492 2.162 -1.714
H 3.048 1.211 -1.877
H -0.660 -0.247 -1.666
H -0.340 1.141 -0.815
H -0.272 -0.296 -0.035
```

Results
HOMO level   -14.182 eV
Net charge   +1

It is a that is the least stable of them.

a:
Here is an isolated ion of composition C5H13N2O and charge +1 from the OMol25 dataset. Energies are from ωB97M-V/def2-TZVPD.

The geometry in XYZ format:
```
21
Properties=species:S:1:pos:R:3
C 1.924 1.473 -0.398
C 0.536 1.438 0.262
N -0.432 0.630 -0.450
C -0.973 1.171 -1.712
C -0.835 -0.592 -0.105
O -1.783 -1.188 -0.590
C -0.056 -1.351 0.981
N -0.887 -2.544 1.325
H 2.007 0.699 -1.165
H 2.219 2.417 -0.846
H 2.695 1.180 0.316
H 0.146 2.454 0.333
H 0.662 1.143 1.302
H -2.044 1.234 -1.653
H -0.673 0.542 -2.549
H -0.483 2.127 -1.879
H 0.151 -0.754 1.871
H 0.975 -1.629 0.767
H -0.307 -3.196 1.795
H -1.192 -2.969 0.445
H -1.648 -2.286 1.949
```

Results
HOMO level   -13.392 eV
SMILES   CCN(C)C(=O)C[NH3+]
Net charge   +1

b:
Here is a 2-piece molecular cluster, C5H13N2O overall from the OMol25 dataset. Energies are from ωB97M-V/def2-TZVPD.

The geometry in XYZ format:
```
21
Properties=species:S:1:pos:R:3
C -0.679 -0.990 -1.994
O -1.603 -0.751 -0.920
C -0.015 0.310 -2.302
C 1.288 0.532 -2.252
H -1.205 -1.369 -2.871
H 0.056 -1.746 -1.695
H -2.253 -1.463 -0.905
H -0.668 1.118 -2.610
H 1.693 1.504 -2.504
H 2.004 -0.263 -2.064
C -1.199 1.004 2.566
N 1.789 -0.467 1.029
C 0.573 -0.007 1.231
N 0.164 0.507 2.357
H -1.659 0.468 3.392
H -1.765 0.843 1.653
H -1.166 2.068 2.789
H 2.498 -0.414 1.744
H 2.080 -0.717 0.098
H -0.159 -0.062 0.427
H 0.818 0.586 3.124
```

Results
HOMO level   -13.546 eV
Net charge   +1

It is b that is the least stable of them.

a:
Here is one molecule with the formula C5H6O2 from the OMol25 dataset. Energies are from ωB97M-V/def2-TZVPD.

The geometry in XYZ format:
```
13
Properties=species:S:1:pos:R:3
O -1.930 1.042 -0.628
C -1.800 -0.129 -0.373
C -1.761 -0.530 1.097
C -0.342 -0.160 1.095
C 0.708 -0.176 0.490
C 1.985 0.011 -0.193
O 2.068 1.187 -0.966
H -1.506 -0.892 -1.123
H -2.488 0.083 1.633
H -1.828 -1.580 1.398
H 2.749 -0.038 0.592
H 2.169 -0.813 -0.889
H 1.762 1.930 -0.430
```

Results
HOMO level   -9.572 eV
SMILES   O=CCC#CCO

b:
Here is one molecule with the formula C5H6O2 from the OMol25 dataset. Energies are from ωB97M-V/def2-TZVPD.

The geometry in XYZ format:
```
13
Properties=species:S:1:pos:R:3
C 2.525 0.173 1.297
C 1.415 0.044 0.849
C 0.047 -0.077 0.338
C -0.551 1.252 -0.117
O 0.071 -0.951 -0.817
C -1.119 -1.486 -1.114
O -2.107 -1.447 -0.426
H 3.510 0.276 1.698
H -0.590 -0.540 1.097
H -0.847 1.870 0.733
H -1.449 1.052 -0.705
H 0.168 1.795 -0.733
H -1.075 -1.960 -2.100
```

Results
HOMO level   -10.369 eV
SMILES   C#C[C@@H](C)OC=O

c:
Here is one molecule with the formula C5H6O2 from the OMol25 dataset. Energies are from ωB97M-V/def2-TZVPD.

The geometry in XYZ format:
```
13
Properties=species:S:1:pos:R:3
C -1.619 -0.678 -0.052
C -1.697 0.641 0.082
O -0.382 1.168 -0.105
C 0.449 -0.035 0.005
C 1.660 -0.028 0.780
C 1.687 0.065 -0.676
O -0.336 -1.181 -0.102
H -2.460 -1.363 0.216
H -2.365 1.405 0.277
H 1.871 -0.968 1.390
H 1.735 0.955 1.268
H 1.825 1.080 -1.033
H 2.262 -0.794 -1.300
```

Results
HOMO level   -8.065 eV
SMILES   C1=COC2(CC2)O1

It is c that is the least stable of them.